Entry 1:
{"formula": "C18H26BIN3O7P2", "method": "wB97M-V/def2-TZVPD", "max_force_ev_per_a": 2.02, "total_charge": -1, "lumo_energy_ev": 0.329, "relative_energy_kj_mol": 73.6, "orbital_gap_ev": 4.0, "e_tot_ev": -65240.93665, "symbols": ["C", "C", "C", "I", "C", "O", "B", "O", "C", "P", "N", "P", "C", "O", "H", "H", "H", "H", "H", "H", "H", "H", "H", "H", "H", "H", "H", "H", "H", "H", "C", "C", "C", "C", "C", "C", "N", "O", "O", "H", "H", "H", "H", "H", "C", "C", "C", "C", "C", "C", "N", "O", "O", "H", "H", "H", "H", "H"], "xyz": [[8.976303, -1.378780, 0.426518], [7.930237, -0.333821, 0.778069], [6.891007, -0.867093, 1.762650], [7.376923, -0.035546, 3.733306], [5.442056, -0.553162, 1.333965], [5.362670, -0.775220, -0.025286], [5.150808, -2.268935, -0.210024], [4.353740, -2.623187, 1.008838], [4.321963, -1.500861, 1.849242], [4.252012, -2.064634, 3.611798], [3.264332, -1.214207, 4.534466], [2.647726, -0.598242, 1.614490], [1.489070, -2.034721, 1.770729], [2.585248, -0.170490, 0.003574], [9.690299, -0.979545, -0.286826], [8.483317, -2.208513, -0.072417], [9.493928, -1.739940, 1.310008], [8.466066, 0.490606, 1.238697], [7.489122, 0.062165, -0.127275], [7.041325, -1.935234, 1.861865], [5.259863, 0.488312, 1.604340], [6.255851, -2.815269, -0.237362], [4.548636, -2.382117, -1.265947], [5.557163, -2.081369, 4.143437], [3.803760, -3.398197, 3.536823], [2.549723, -1.851229, 4.872801], [1.903416, -2.930436, 1.312059], [1.225990, -2.187273, 2.808169], [0.591642, -1.764993, 1.220208], [1.660386, -0.254140, -0.285978], [-5.038380, -0.490256, 1.301666], [-3.837432, -0.917271, 1.854597], [-2.635418, -0.435895, 1.362394], [-2.658843, 0.472958, 0.320066], [-3.843314, 0.903766, -0.245621], [-5.040121, 0.415649, 0.250167], [-1.385709, 1.002776, -0.191733], [-0.365755, 0.584029, 0.319100], [-1.432834, 1.827556, -1.086266], [-5.975949, -0.865376, 1.690994], [-3.836600, -1.624610, 2.672406], [-1.698521, -0.763685, 1.789219], [-3.840104, 1.610093, -1.061512], [-5.972899, 0.742949, -0.172163], [-7.946225, 4.404419, -4.737772], [-8.993289, 3.741068, -4.111926], [-8.751661, 2.578090, -3.399818], [-7.456923, 2.098864, -3.324003], [-6.402660, 2.742530, -3.945702], [-6.653987, 3.903771, -4.657532], [-7.189660, 0.877079, -2.551534], [-8.135144, 0.319064, -2.023431], [-6.035334, 0.501636, -2.474134], [-8.137890, 5.315526, -5.289010], [-9.999257, 4.131910, -4.176414], [-9.562218, 2.058632, -2.911313], [-5.398450, 2.350990, -3.878624], [-5.840006, 4.419793, -5.147059]], "forces_ev_per_angstrom": [[-0.4, -0.1, -0.4], [0.9, 0.4, 0.3], [0.0, 0.0, -0.1], [-0.1, -0.1, -0.1], [0.2, -0.1, 0.1], [0.1, -0.1, -0.1], [0.2, 0.9, -0.6], [0.5, -0.3, 0.4], [-0.6, -0.3, -0.5], [-1.1, 0.8, 0.6], [0.4, -0.5, -0.2], [-0.3, 1.5, 1.3], [0.4, 0.1, -0.8], [-0.2, -1.0, -0.1], [0.3, 0.1, 0.0], [0.0, -0.3, 0.1], [0.2, -0.1, 0.1], [0.0, 0.3, 0.0], [-0.4, -0.2, -0.1], [-0.1, -0.2, 0.2], [-0.3, 0.2, -0.1], [-0.1, -0.4, 0.1], [-0.1, -0.4, 0.1], [0.1, -0.5, -0.4], [0.5, -0.1, -0.3], [-0.1, 0.2, 0.1], [0.1, -0.2, 0.1], [0.0, 0.0, 0.2], [-0.2, 0.1, 0.0], [0.4, 0.2, 0.1], [0.1, 0.0, 0.0], [-0.1, 0.0, -0.1], [0.1, -0.1, 0.2], [-0.2, -0.1, 0.1], [-0.1, 0.1, -0.1], [0.1, -0.1, 0.4], [0.1, 0.1, 0.0], [-0.2, 0.1, -0.2], [0.0, -0.2, 0.1], [0.0, 0.0, 0.0], [0.0, 0.0, 0.0], [0.1, 0.1, -0.1], [0.1, 0.0, 0.0], [-0.1, 0.0, 0.0], [0.0, 0.0, 0.0], [0.1, 0.0, 0.0], [-0.2, 0.0, 0.0], [0.0, 0.2, -0.1], [0.2, 0.0, 0.0], [-0.1, 0.0, 0.0], [0.0, -0.2, 0.1], [0.2, 0.1, -0.1], [-0.3, 0.0, -0.3], [0.0, 0.0, 0.0], [0.0, 0.0, 0.0], [0.1, -0.1, 0.1], [0.0, -0.1, 0.1], [0.0, 0.0, 0.0]], "lowdin_charge": [-0.113, -0.333, -0.622, 0.775, -0.464, -0.111, -0.565, -0.158, -0.676, 0.717, -0.346, 0.898, -0.278, -0.316, 0.065, 0.058, 0.067, 0.049, 0.112, 0.075, 0.123, 0.056, 0.060, -0.090, 0.012, -0.072, 0.038, 0.011, -0.001, 0.016, -0.066, -0.064, 0.004, -0.137, -0.004, -0.075, -0.332, 0.065, 0.082, 0.106, 0.107, 0.114, 0.112, 0.081, -0.072, -0.068, -0.005, -0.144, 0.002, -0.062, -0.340, 0.078, 0.066, 0.106, 0.107, 0.118, 0.122, 0.110]}

Entry 2:
{"formula": "C17H43N9O22", "method": "wB97M-V/def2-TZVPD", "max_force_ev_per_a": 3.45, "total_charge": 0, "lumo_energy_ev": 0.075, "relative_energy_kj_mol": 15.4, "orbital_gap_ev": 10.4, "smiles": "C[N+](=O)[O-].C[N+](=O)[O-].C[N+](=O)[O-].C[N+](=O)[O-].C[N+](=O)[O-].C[N+](=O)[O-].C[N+](=O)[O-].C[N+](=O)[O-].C[N+](=O)[O-].CCOC(C)=O.CCOC(C)=O", "e_tot_ev": -76756.66782, "symbols": ["C", "N", "O", "O", "H", "H", "H", "C", "N", "O", "O", "H", "H", "H", "C", "N", "O", "O", "H", "H", "H", "C", "N", "O", "O", "H", "H", "H", "C", "N", "O", "O", "H", "H", "H", "C", "N", "O", "O", "H", "H", "H", "C", "N", "O", "O", "H", "H", "H", "C", "N", "O", "O", "H", "H", "H", "C", "N", "O", "O", "H", "H", "H", "O", "C", "O", "C", "C", "C", "H", "H", "H", "H", "H", "H", "H", "H", "O", "C", "O", "C", "C", "C", "H", "H", "H", "H", "H", "H", "H", "H"], "xyz": [[-3.195511, 1.485790, 3.812612], [-3.487818, 1.965444, 2.465099], [-4.552556, 2.532176, 2.278524], [-2.576575, 1.827796, 1.666870], [-3.887263, 1.860208, 4.576117], [-2.185902, 1.838131, 4.003354], [-3.214825, 0.381715, 3.745438], [-3.388349, -4.065615, -0.161573], [-2.753770, -5.433826, -0.446824], [-3.290896, -6.179827, -1.175941], [-1.817556, -5.755129, 0.258789], [-3.636429, -3.677620, -1.174324], [-2.578643, -3.526520, 0.348114], [-4.333845, -4.123902, 0.413698], [1.108659, -5.990888, -0.546200], [2.007990, -5.417919, 0.458251], [3.135759, -5.899535, 0.552947], [1.551690, -4.553013, 1.183990], [1.542091, -6.942412, -0.851386], [1.054757, -5.232933, -1.343318], [0.095525, -6.051632, -0.135339], [-3.619419, -1.585957, -4.332926], [-3.037800, -0.192618, -4.279498], [-3.667046, 0.679277, -3.710882], [-1.943917, -0.054464, -4.769039], [-4.376772, -1.618350, -3.584747], [-2.824920, -2.317868, -4.244161], [-4.030198, -1.565893, -5.335012], [-5.330411, 1.062131, -0.974485], [-5.589818, -0.400716, -1.259147], [-4.722106, -1.178609, -0.996756], [-6.691255, -0.748871, -1.620228], [-5.849296, 1.253919, -0.094526], [-5.721074, 1.743814, -1.711627], [-4.259847, 1.137204, -0.751915], [-0.066610, -0.925918, -1.618513], [0.911334, -2.001824, -2.051176], [2.082817, -1.872727, -1.883483], [0.434731, -2.961074, -2.651246], [0.459855, 0.026535, -1.620810], [-0.296907, -1.119811, -0.510640], [-0.929672, -0.876830, -2.213119], [1.804138, 2.814036, 5.953283], [1.427161, 1.442396, 5.791711], [2.315783, 0.618653, 5.618169], [0.242765, 1.232868, 5.865125], [2.836199, 2.910478, 5.627296], [1.646594, 3.030329, 7.059975], [1.076266, 3.449829, 5.421711], [-0.133846, -2.085551, 2.763345], [-1.514866, -1.738385, 2.394442], [-2.432601, -1.735266, 3.190495], [-1.645699, -1.489855, 1.203749], [0.341974, -1.315334, 2.109008], [0.030102, -3.072960, 2.330963], [-0.073456, -1.981923, 3.831694], [0.390198, 2.828627, 0.582923], [0.379932, 2.231450, 1.908783], [0.422360, 2.953007, 2.860976], [0.288124, 0.993083, 2.036770], [1.301778, 2.497770, 0.108921], [0.414313, 3.913326, 0.695450], [-0.566734, 2.528821, 0.161578], [0.153364, 3.695535, -2.222216], [1.031106, 4.164379, -2.932735], [1.512001, 3.443189, -3.899460], [1.093991, 2.161603, -4.347563], [2.105855, 1.037179, -4.236461], [1.650266, 5.541510, -2.746991], [0.940431, 2.414601, -5.395421], [0.123114, 1.958448, -3.827067], [2.446816, 0.835815, -3.237326], [2.972851, 1.221700, -4.838693], [1.611110, 0.162919, -4.640065], [1.783887, 6.094148, -3.714646], [2.626989, 5.341467, -2.339168], [1.064192, 6.079054, -1.994525], [3.274408, 2.321981, 0.467907], [4.326181, 2.003766, 0.956743], [4.716411, 0.799074, 1.098421], [3.773432, -0.265355, 0.781929], [4.566951, -1.536218, 0.980238], [5.448450, 2.971017, 1.178577], [3.425459, -0.109661, -0.193543], [2.885118, -0.081171, 1.412674], [5.338532, -1.604317, 0.223188], [3.801347, -2.231873, 0.651524], [5.021825, -1.642443, 1.968284], [6.171378, 2.468819, 1.734439], [5.164493, 3.907557, 1.624513], [5.891357, 3.300036, 0.256114]], "forces_ev_per_angstrom": [[0.3, -0.9, 0.9], [-0.1, 1.0, 0.2], [0.4, -0.4, -0.5], [-0.8, 0.1, -0.4], [0.0, -0.1, -0.6], [0.1, -0.3, 0.2], [0.1, 0.6, 0.2], [0.6, 0.1, -1.2], [-0.6, 1.2, 3.0], [-1.4, -1.3, -2.4], [0.7, 0.4, 0.3], [0.3, 0.0, 0.9], [-0.7, 0.1, -0.2], [0.8, -0.5, -0.2], [-0.4, 0.3, -0.7], [0.8, -0.8, 0.9], [-1.0, 0.8, -0.1], [0.3, 0.2, -0.1], [-0.2, 0.3, -0.2], [0.2, -0.5, 0.0], [0.6, -0.2, 0.0], [0.2, 1.2, -0.7], [0.2, -0.5, 1.1], [-0.1, -0.2, -0.3], [0.4, 0.3, -0.4], [-0.5, -0.3, 0.4], [0.0, 0.1, 0.1], [-0.3, -0.6, -0.1], [1.3, -0.8, -0.5], [-1.2, 1.0, 0.1], [1.7, -0.8, 0.2], [-0.5, 0.5, -0.4], [-1.0, 0.2, 1.7], [0.1, -0.3, -0.6], [-0.4, 0.2, -0.4], [1.7, 0.0, 3.0], [-2.0, -0.3, -1.5], [1.3, 0.7, 0.9], [-0.3, 0.2, 0.5], [0.2, -0.1, -0.2], [0.1, 0.0, -1.7], [-0.9, -0.5, -0.8], [-0.1, 1.9, 1.4], [0.3, -0.9, -0.4], [-0.7, 0.2, 0.1], [-0.6, -0.9, 0.0], [-0.1, 0.3, 0.2], [0.6, -0.2, -1.4], [0.6, -0.4, 0.0], [-0.3, 1.0, -1.1], [-0.9, -0.2, -0.8], [0.4, 0.0, 0.1], [-0.6, 0.0, 0.1], [0.6, -0.8, 1.2], [0.2, 0.0, 0.4], [0.6, -0.1, 0.2], [-0.5, 0.5, -0.3], [-0.2, -2.5, 0.8], [0.1, 1.1, 1.1], [0.3, 1.5, -0.8], [-0.3, -0.3, -0.4], [0.0, -0.3, 0.1], [0.3, -0.1, -0.5], [0.3, 0.9, 0.2], [-2.0, -0.9, 1.4], [2.9, 1.0, -1.3], [-1.6, 0.2, 0.3], [-0.5, 0.5, 0.0], [-0.3, -0.4, -0.8], [-0.4, -0.7, -0.1], [0.8, -0.2, -0.6], [-0.1, -0.1, 0.6], [0.5, 0.2, -0.4], [-0.1, -0.3, 0.0], [-0.3, -0.5, 1.0], [0.6, 0.1, 0.2], [0.1, 0.0, -0.4], [-1.3, 0.3, 0.0], [0.6, 2.3, -1.6], [0.6, -2.1, 0.7], [0.9, 0.9, 2.0], [-1.1, 0.4, -0.9], [-0.7, 0.6, -0.1], [-0.2, 0.0, -1.7], [0.4, -0.6, 0.1], [0.3, 0.2, -0.1], [0.3, -1.2, 0.7], [-0.6, -0.2, -0.1], [1.5, -0.5, 1.1], [-0.5, 0.1, 0.6], [0.1, -0.3, -0.8]], "lowdin_charge": [0.047, -0.432, 0.068, 0.049, 0.107, 0.092, 0.091, 0.068, -0.446, 0.101, 0.020, 0.090, 0.069, 0.115, 0.043, -0.436, 0.061, 0.038, 0.104, 0.098, 0.062, 0.074, -0.443, 0.062, 0.056, 0.065, 0.100, 0.104, 0.061, -0.445, 0.044, 0.067, 0.067, 0.099, 0.096, 0.078, -0.428, 0.073, 0.031, 0.086, 0.105, 0.060, 0.009, -0.477, 0.062, 0.058, 0.099, 0.131, 0.096, 0.069, -0.426, 0.065, 0.002, 0.089, 0.086, 0.104, 0.015, -0.421, 0.071, 0.011, 0.063, 0.108, 0.095, 0.058, -0.540, -0.006, -0.198, -0.048, 0.031, 0.127, 0.123, 0.062, 0.072, 0.080, 0.104, 0.078, 0.088, 0.077, -0.583, 0.027, -0.177, -0.037, 0.037, 0.090, 0.127, 0.081, 0.068, 0.091, 0.064, 0.086, 0.090]}

Entry 3:
{"formula": "CH5InO3", "method": "wB97M-V/def2-TZVPD", "max_force_ev_per_a": 3.98, "total_charge": 3, "lumo_energy_ev": [-19.923, -19.853], "relative_energy_kj_mol": 172.9, "orbital_gap_ev": [6.9, 7.0], "e_tot_ev": -12387.66038, "spin_multiplicity": 2, "symbols": ["O", "In", "O", "H", "O", "H", "C", "H", "H", "H"], "xyz": [[-0.995677, -0.732944, -1.568050], [0.265113, 0.690041, -1.132490], [-2.153379, -0.205197, -2.124906], [-2.165542, -0.604263, -3.012513], [0.547702, 0.083055, 0.648703], [-1.195209, -1.294280, -0.665441], [1.292774, 0.480153, 1.707203], [1.832811, 1.420847, 1.553780], [0.611231, 0.524659, 2.590489], [1.960174, -0.362071, 2.003224]], "forces_ev_per_angstrom": [[0.2, -3.2, 2.3], [0.8, 2.2, -2.2], [-1.6, 1.0, -0.1], [-0.3, -0.5, -0.6], [1.0, -0.4, 2.7], [-0.3, 0.9, -2.6], [0.2, 1.8, -1.8], [0.1, -0.2, 0.3], [-0.3, -0.6, 1.1], [0.2, -1.0, 0.9]], "lowdin_spin": [-0.011, 0.002, -0.001, 0.000, 0.488, 0.000, 0.288, 0.004, 0.114, 0.116]}

Entry 4:
{"formula": "C5H6NO5S", "method": "wB97M-V/def2-TZVPD", "max_force_ev_per_a": 3.79, "total_charge": -1, "lumo_energy_ev": 2.753, "relative_energy_kj_mol": 212.6, "orbital_gap_ev": 6.5, "e_tot_ev": -27843.62699, "symbols": ["C", "C", "C", "C", "C", "N", "O", "O", "O", "O", "O", "S", "H", "H", "H", "H", "H", "H"], "xyz": [[2.041644, 0.031732, -0.360787], [3.251074, -4.443292, 1.817455], [-1.573911, -0.302821, -0.444402], [-0.320552, 0.491350, -0.280069], [3.037836, -0.948466, -0.592418], [4.341535, -0.984203, -0.241981], [2.150624, 1.233440, -0.066575], [3.797977, -3.898178, 2.700280], [4.853665, -2.048758, -0.519565], [4.890305, -0.071954, 0.347477], [0.776949, -0.451873, -0.559357], [2.539320, -5.137383, 0.660697], [-1.775658, -0.560516, -1.538157], [-1.541690, -1.136733, 0.185263], [-2.423563, 0.382640, -0.169403], [-0.320024, 0.888399, 0.811518], [-0.235710, 1.420932, -0.830992], [2.848625, -1.857123, -1.128121]], "forces_ev_per_angstrom": [[0.8, 2.2, 0.2], [1.8, 1.9, 2.7], [-1.5, 2.2, -2.5], [1.3, -0.2, 2.0], [-1.8, -0.2, -0.7], [-2.1, 1.2, 0.3], [0.2, -1.1, 0.1], [-1.0, -1.0, -1.4], [2.8, -2.3, -0.3], [1.2, 1.0, 0.7], [-1.5, 0.5, 0.2], [-0.8, -0.8, -1.3], [0.4, -0.1, 1.4], [-0.2, -1.4, 0.7], [0.6, -0.8, 0.0], [0.5, -1.0, -1.5], [0.0, -0.2, -0.6], [-0.9, -0.1, 0.1]], "lowdin_charge": [-0.506, -0.897, -0.110, -0.257, -0.051, -0.511, 0.004, 0.089, -0.064, 0.000, -0.057, 0.796, 0.094, 0.047, 0.082, 0.140, 0.105, 0.097]}

Q: What is the formula in the first record?
A: C18H26BIN3O7P2